# 1
Entry from the OMol25 dataset: an isolated ion of composition C23H18N3O6 and charge -1 in a non-equilibrium geometry (ωB97M-V with the def2-TZVPD basis set).

Summary:
orbital gap	0.1803	hartree
total charge	-1
LUMO	0.0335	Ha

Atoms and positions in Å:
C 0.79623 1.03009 1.95108
C 2.01205 1.80158 1.82062
C 3.20442 1.18800 1.43590
N 4.33721 0.87584 1.33705
C 2.21424 3.12525 2.33392
N 2.38374 4.20163 2.78960
C -0.42157 1.86332 2.36199
C -0.73943 3.06985 1.74959
C -2.04674 3.56694 1.83199
C -3.06044 2.87487 2.45272
C -2.66386 1.80719 3.29099
C -1.33303 1.33180 3.29959
H 0.78700 0.09717 2.55257
H -0.01986 3.55584 1.10407
H -2.28077 4.49591 1.28033
H -4.10830 3.20133 2.33938
H -3.36431 1.31176 3.95488
H -1.02672 0.50376 3.95443
C 4.40393 -0.27347 -1.39076
C 2.92213 -0.50201 -1.15211
C 2.22394 -1.46892 -2.11739
O 2.83444 -1.06214 0.19713
C 1.62603 -1.05647 0.81925
O 1.41143 -1.83736 1.72458
C 0.63862 0.03732 0.52529
C -0.81550 -0.44365 0.55694
C -1.37236 -1.25252 -0.62663
C -1.32582 -2.67924 -0.71503
C -2.07008 -3.37536 -1.66780
C -2.78278 -2.65440 -2.64328
N -3.50456 -3.31094 -3.66093
O -4.10209 -2.56756 -4.47292
O -3.54760 -4.57519 -3.72490
C -2.78831 -1.25692 -2.63678
C -2.01578 -0.57317 -1.70616
C 0.97779 0.85183 -0.70359
O 0.15977 1.63874 -1.16157
O 2.26316 0.80645 -1.15926
H 4.82811 0.36441 -0.59518
H 4.96151 -1.22919 -1.37534
H 4.58027 0.17071 -2.39090
H 1.18390 -1.64992 -1.80816
H 2.24724 -1.06915 -3.13803
H 2.75616 -2.42436 -2.11492
H -0.85107 -1.04034 1.46703
H -1.38725 0.48665 0.69983
H -0.69999 -3.25638 -0.02437
H -2.15402 -4.47448 -1.68174
H -3.41383 -0.74586 -3.38372
H -1.85723 0.52075 -1.77928

Just the Löwdin charges please, in e? Sure, here they are:
1. C -0.13
2. C -0.26
3. C -0.24
4. N 0.15
5. C -0.26
6. N 0.08
7. C -0.19
8. C -0.03
9. C -0.09
10. C -0.11
11. C -0.09
12. C -0.03
13. H 0.13
14. H 0.11
15. H 0.11
16. H 0.10
17. H 0.09
18. H 0.12
19. C 0.00
20. C -0.47
21. C 0.04
22. O 0.04
23. C -0.44
24. O 0.12
25. C -0.17
26. C -0.06
27. C -0.14
28. C -0.02
29. C 0.01
30. C -0.19
31. N -0.32
32. O 0.03
33. O 0.03
34. C 0.01
35. C 0.00
36. C -0.39
37. O 0.12
38. O 0.08
39. H 0.05
40. H 0.10
41. H 0.10
42. H 0.08
43. H 0.10
44. H 0.10
45. H 0.13
46. H 0.12
47. H 0.12
48. H 0.12
49. H 0.12
50. H 0.12

# 2
Entry from the OMol25 dataset: C18H17AuF8N5O2 as an isolated structure in a non-equilibrium geometry (ωB97M-V with the def2-TZVPD basis set).

Summary:
orbital gap (alpha / beta)	0.2327 / 0.1922	hartree
LUMO (alpha / beta)	-0.0399 / -0.0770	Ha
2S+1	2

Atoms and positions in Å:
Au 0.91816 -0.18293 0.04109
F 3.78866 -0.89433 0.25639
C 3.00576 0.10257 -0.22671
F 3.33516 0.19557 -1.54261
F 3.48346 1.23487 0.33969
C -1.47534 -0.39793 -1.88711
N -1.26194 -0.58913 -0.43891
C -2.08164 0.40227 0.28009
N -3.48034 0.27827 -0.05541
C -3.63954 0.46357 -1.49231
N -2.87544 -0.53533 -2.22911
C -3.33194 -1.86163 -1.83641
N -3.16094 -2.06633 -0.40351
C -1.75824 -1.92863 -0.07661
C -3.92654 -1.05763 0.31609
H -0.89824 -1.14583 -2.43901
H -1.12264 0.59777 -2.16611
H -1.71904 1.39667 0.00969
H -1.94134 0.25597 1.35309
H -3.27624 1.45757 -1.76421
H -4.69614 0.38257 -1.75981
H -2.75044 -2.61313 -2.37621
H -4.38724 -1.97313 -2.09411
H -1.18814 -2.68213 -0.62631
H -1.59394 -2.08133 0.99279
H -3.77464 -1.19203 1.38969
H -4.98794 -1.17133 0.08359
F 1.33116 7.31137 0.05389
C 1.10786 5.99827 -0.00511
C 0.99636 5.25447 1.17119
F 1.12276 5.87827 2.34749
C 0.73886 3.89407 1.11559
F 0.60196 3.20367 2.25399
C 0.56736 3.19787 -0.12221
O 0.19316 1.98827 -0.19801
C 0.73816 4.00227 -1.29341
F 0.56616 3.40617 -2.48161
C 0.97816 5.36447 -1.24121
F 1.07806 6.08687 -2.36241
O 0.71556 -1.83863 1.56469
N 1.67686 -2.74553 1.72349
C 1.94186 -3.61623 0.65769
C 3.14136 -4.22553 0.54039
C 4.16286 -3.99663 1.49189
C 3.87976 -3.12163 2.57039
C 2.67516 -2.52013 2.68119
H 1.11236 -3.76073 -0.01431
H 3.30916 -4.91343 -0.27391
H 5.12156 -4.47433 1.39419
H 4.63776 -2.93863 3.31569
H 2.40246 -1.82933 3.46259

Just the Löwdin charges please, in e? Sure, here they are:
1. Au 1.10
2. F 0.03
3. C -0.64
4. F 0.03
5. F 0.05
6. C -0.17
7. N -0.18
8. C -0.18
9. N -0.09
10. C -0.16
11. N -0.09
12. C -0.17
13. N -0.09
14. C -0.19
15. C -0.17
16. H 0.13
17. H 0.13
18. H 0.11
19. H 0.14
20. H 0.13
21. H 0.13
22. H 0.13
23. H 0.13
24. H 0.12
25. H 0.12
26. H 0.13
27. H 0.13
28. F 0.11
29. C -0.15
30. C -0.15
31. F 0.11
32. C -0.13
33. F 0.10
34. C -0.31
35. O -0.17
36. C -0.13
37. F 0.10
38. C -0.15
39. F 0.11
40. O -0.25
41. N -0.16
42. C -0.01
43. C -0.05
44. C -0.02
45. C -0.05
46. C 0.00
47. H 0.13
48. H 0.12
49. H 0.11
50. H 0.12
51. H 0.14

# 3
Entry from the OMol25 dataset: one molecule with the formula CHNS4 in a non-equilibrium geometry (ωB97M-V with the def2-TZVPD basis set).

Summary:
orbital gap (alpha / beta)	0.2033 / 0.2194	hartree
LUMO (alpha / beta)	-0.0087 / -0.1276	Ha
2S+1	3

Atoms and positions in Å:
C -2.01116 0.65026 0.14892
N -1.56329 -0.32421 -0.41042
S -2.51303 2.02581 0.64302
S 0.94625 -0.67056 0.98580
S -0.50868 -1.57016 -0.26003
S 2.71108 -0.61969 -0.16623
H 2.93883 0.50855 -0.94106

Just the Löwdin charges please, in e? Sure, here they are:
1. C -0.89
2. N -0.43
3. S 0.77
4. S -0.02
5. S 0.57
6. S 0.18
7. H -0.18

# 4
Entry from the OMol25 dataset: one molecule with the formula C5H6O (ωB97M-V with the def2-TZVPD basis set).

Summary:
orbital gap (alpha / beta)	0.2826 / 0.2825	hartree
LUMO (alpha / beta)	-0.0135 / -0.0135	Ha

Atoms and positions in Å:
C 2.40765 1.01794 0.39638
C 1.07607 0.69056 0.21670
C -0.06817 0.60744 -0.38688
C -0.90713 -0.53403 -0.68818
C -2.20738 -0.63735 0.00867
O -2.15659 -0.28310 -1.34585
H 2.82127 1.11490 1.39575
H 1.47998 -0.14667 0.93410
H 3.09660 1.11186 -0.44277
H -0.44825 -1.46960 -1.01926
H -2.49428 0.15752 0.69630
H -2.59978 -1.62947 0.23503

Just the Löwdin charges please, in e? Sure, here they are:
1. C 0.02
2. C -0.27
3. C 0.07
4. C -0.33
5. C -0.13
6. O -0.04
7. H 0.06
8. H 0.18
9. H 0.07
10. H 0.14
11. H 0.12
12. H 0.11

# 5
Entry from the OMol25 dataset: C5H9NO as an isolated structure (ωB97M-V with the def2-TZVPD basis set).

Summary:
orbital gap	0.3108	hartree
LUMO	0.0157	Ha

Atoms and positions in Å:
C 0.17638 1.30544 0.57344
C -0.49766 0.10981 0.25995
C -1.13584 -0.80175 1.26219
N -0.82811 -0.06184 -1.14948
C 0.52949 -0.43513 -1.53277
C 1.22371 -0.19335 -0.15806
O 1.97384 -0.90067 0.50665
H 0.57830 1.44526 1.57261
H 0.01651 2.22381 0.00528
H 1.47865 1.02209 -0.19216
H -2.22563 -0.71042 1.17698
H -0.85231 -0.54597 2.28774
H -0.86725 -1.84684 1.07650
H -1.15202 0.79585 -1.58611
H 0.59725 -1.51016 -1.72954
H 0.98469 0.10386 -2.37322

Just the Löwdin charges please, in e? Sure, here they are:
1. C 0.05
2. C -0.45
3. C -0.02
4. N 0.02
5. C -0.12
6. C -0.48
7. O -0.01
8. H 0.12
9. H 0.11
10. H 0.16
11. H 0.08
12. H 0.09
13. H 0.09
14. H 0.11
15. H 0.12
16. H 0.12

# 6
Entry from the OMol25 dataset: C21H26Cl2N9O3STa as an isolated structure (ωB97M-V with the def2-TZVPD basis set).

Summary:
orbital gap	0.2600	hartree
total charge	+2
LUMO	-0.2719	Ha

Atoms and positions in Å:
Ta -0.14305 -0.62013 1.04752
N 0.69727 2.83690 3.70238
C 0.10301 1.79731 3.10285
S 1.10607 0.36256 2.84161
N -1.12056 1.86961 2.69925
N -1.55532 0.67094 2.12918
C -2.83206 0.47387 2.30712
C -3.55695 -0.71982 2.01408
C -4.94248 -0.77757 2.24567
C -5.61595 -1.96763 2.09479
C -4.91322 -3.12476 1.74433
C -3.54708 -3.09673 1.52168
C -2.88680 -1.88700 1.63991
O -1.56020 -1.80670 1.40795
H 1.61310 2.74338 4.10672
H 0.13120 3.62354 3.98230
H -3.36269 1.28958 2.79204
H -5.46646 0.11968 2.55014
H -6.68142 -2.01514 2.26763
H -5.44284 -4.06380 1.65376
H -2.99020 -3.99052 1.27403
O 0.93342 -2.23664 1.67576
N 2.15190 -2.48217 1.28422
N 2.50235 -1.69216 0.38447
O 1.64003 -0.77566 -0.01807
C 3.80782 -1.75539 -0.23411
C 4.75045 -2.62719 0.29261
C 5.98992 -2.68310 -0.31913
C 6.26782 -1.88505 -1.42261
C 5.30586 -1.02063 -1.92589
C 4.05698 -0.94703 -1.33072
H 4.52562 -3.24058 1.15267
H 6.74316 -3.35304 0.07089
H 7.24087 -1.93771 -1.89106
H 5.52476 -0.40287 -2.78546
H 3.29878 -0.28270 -1.71593
Cl -2.67102 -1.38612 -1.51383
C -1.94860 -2.95221 -1.94667
Cl -0.30212 -3.12631 -1.30360
H -1.90090 -3.00942 -3.02718
H -2.56722 -3.73326 -1.52182
C 0.15363 0.62978 -1.92382
N 0.18411 1.72657 -2.84055
C 1.22310 2.67443 -2.43657
N 0.94188 3.20102 -1.10057
C 0.92617 2.13854 -0.14191
N -0.15619 1.08148 -0.47337
C -1.47722 1.87296 -0.55884
N -1.41336 2.93551 -1.51578
C -1.11308 2.40542 -2.84518
C -0.36005 3.87374 -1.12224
H 1.11772 0.13439 -1.91242
H -0.62011 -0.07371 -2.21608
H 1.25550 3.49851 -3.14733
H 2.19347 2.17490 -2.43423
H 0.69613 2.54552 0.84090
H 1.88705 1.62732 -0.12408
H -1.66799 2.29663 0.42315
H -2.26676 1.17321 -0.83068
H -1.08942 3.22445 -3.56207
H -1.89136 1.70080 -3.14235
H -0.58009 4.27348 -0.13135
H -0.32639 4.69673 -1.83408

Just the Löwdin charges please, in e? Sure, here they are:
1. Ta 1.68
2. N 0.13
3. C -0.80
4. S 0.78
5. N 0.01
6. N -0.20
7. C 0.00
8. C -0.15
9. C 0.01
10. C -0.03
11. C -0.01
12. C 0.01
13. C -0.32
14. O -0.28
15. H 0.11
16. H 0.13
17. H 0.16
18. H 0.13
19. H 0.12
20. H 0.13
21. H 0.13
22. O -0.30
23. N 0.10
24. N -0.14
25. O -0.29
26. C -0.15
27. C 0.01
28. C -0.03
29. C -0.03
30. C -0.04
31. C 0.00
32. H 0.12
33. H 0.12
34. H 0.12
35. H 0.12
36. H 0.10
37. Cl 0.64
38. C -0.88
39. Cl 0.60
40. H 0.05
41. H 0.04
42. C -0.18
43. N -0.07
44. C -0.13
45. N -0.07
46. C -0.16
47. N -0.17
48. C -0.17
49. N -0.07
50. C -0.13
51. C -0.13
52. H 0.10
53. H 0.06
54. H 0.14
55. H 0.13
56. H 0.10
57. H 0.12
58. H 0.10
59. H 0.09
60. H 0.14
61. H 0.14
62. H 0.14
63. H 0.14